ORCA calculation (the ωB97M-V functional and the def2-TZVPD basis) on a 4-piece molecular cluster, C46H71F3NO3 overall.

charge = +1
max |F| = 0.010 hartree/bohr
lowest unoccupied orbital energy = -2.888 eV
HOMO energy = -10.2 eV
E_tot = -2375.1861 a.u.

CARTESIAN COORDINATES (ANGSTROEM)
1 C 6.988 0.544 -3.999
2 C 6.864 -0.526 -2.907
3 C 6.743 0.048 -1.490
4 C 5.305 0.414 -1.078
5 C 4.955 1.912 -1.229
6 C 4.691 2.619 0.110
7 C 3.212 2.587 0.499
8 C 2.341 3.550 -0.336
9 C 1.477 4.512 0.498
10 C 0.023 4.039 0.712
11 C -1.057 4.972 0.126
12 C -2.198 4.236 -0.606
13 C -3.620 4.742 -0.279
14 C -4.561 3.641 0.231
15 C -5.246 2.789 -0.831
16 N -5.806 3.623 -1.950
17 C -6.852 4.571 -1.457
18 C -7.884 3.758 -0.648
19 O -7.667 2.375 -0.799
20 C -6.413 1.912 -0.305
21 C -6.280 0.450 -0.716
22 C -5.495 -0.374 0.318
23 C -6.011 -1.811 0.440
24 C -5.539 -2.703 -0.712
25 C -4.073 -3.166 -0.576
26 C -3.877 -4.692 -0.429
27 C -2.858 -5.314 -1.406
28 C -1.631 -5.952 -0.752
29 O -0.447 -5.270 -1.200
30 C 0.727 -5.941 -1.075
31 C 1.906 -5.007 -1.029
32 O 0.797 -7.137 -1.040
33 H 8.019 0.872 -4.110
34 H 6.659 0.149 -4.962
35 H 6.366 1.411 -3.769
36 H 7.736 -1.182 -2.949
37 H 5.995 -1.156 -3.116
38 H 7.132 -0.693 -0.788
39 H 7.379 0.933 -1.407
40 H 4.612 -0.185 -1.674
41 H 5.149 0.120 -0.037
42 H 4.049 1.997 -1.838
43 H 5.741 2.431 -1.779
44 H 5.040 3.654 0.072
45 H 5.266 2.117 0.893
46 H 3.106 2.822 1.561
47 H 2.854 1.560 0.377
48 H 1.674 2.967 -0.976
49 H 2.985 4.126 -1.004
50 H 1.948 4.664 1.471
51 H 1.467 5.495 0.020
52 H -0.160 3.937 1.784
53 H -0.090 3.041 0.280
54 H -0.584 5.685 -0.550
55 H -1.485 5.569 0.935
56 H -2.019 4.316 -1.682
57 H -2.132 3.169 -0.373
58 H -3.560 5.500 0.502
59 H -4.031 5.274 -1.145
60 H -3.968 2.944 0.827
61 H -5.308 4.051 0.917
62 H -4.513 2.118 -1.284
63 H -6.227 2.988 -2.632
64 H -5.067 4.140 -2.426
65 H -6.355 5.322 -0.849
66 H -7.306 5.047 -2.323
67 H -8.880 3.951 -1.040
68 H -7.879 4.052 0.407
69 H -6.399 1.978 0.790
70 H -5.802 0.371 -1.698
71 H -7.293 0.060 -0.830
72 H -5.507 0.127 1.286
73 H -4.451 -0.446 -0.006
74 H -5.676 -2.247 1.386
75 H -7.105 -1.805 0.463
76 H -6.200 -3.565 -0.807
77 H -5.649 -2.147 -1.650
78 H -3.503 -2.820 -1.440
79 H -3.635 -2.668 0.295
80 H -4.842 -5.186 -0.555
81 H -3.559 -4.907 0.593
82 H -2.484 -4.544 -2.083
83 H -3.354 -6.060 -2.027
84 H -1.548 -7.010 -0.989
85 H -1.675 -5.859 0.337
86 H 1.644 -4.086 -0.513
87 H 2.741 -5.509 -0.552
88 H 2.176 -4.737 -2.051
89 F -4.748 1.468 3.176
90 C -5.011 0.905 4.389
91 C -4.720 1.628 5.525
92 C -4.993 1.050 6.757
93 C -5.541 -0.223 6.830
94 C -5.821 -0.925 5.667
95 C -5.556 -0.361 4.426
96 H -4.288 2.616 5.443
97 H -4.775 1.599 7.663
98 H -5.750 -0.667 7.794
99 H -6.245 -1.919 5.721
100 H -5.770 -0.889 3.506
101 F 4.225 -9.252 2.644
102 C 2.918 -8.979 2.832
103 C 2.071 -9.002 1.742
104 C 0.728 -8.719 1.945
105 C 0.258 -8.415 3.215
106 C 1.134 -8.399 4.292
107 C 2.479 -8.684 4.108
108 H 2.459 -9.232 0.759
109 H 0.054 -8.729 1.099
110 H -0.790 -8.193 3.367
111 H 0.771 -8.164 5.285
112 H 3.181 -8.683 4.930
113 F 8.989 2.567 -2.428
114 C 10.073 3.315 -2.736
115 C 10.564 4.192 -1.790
116 C 11.678 4.953 -2.115
117 C 12.274 4.831 -3.362
118 C 11.756 3.941 -4.292
119 C 10.644 3.169 -3.984
120 H 10.080 4.269 -0.826
121 H 12.081 5.644 -1.386
122 H 13.142 5.428 -3.608
123 H 12.217 3.844 -5.266
124 H 10.225 2.467 -4.691